Below is 3 unconnected molecules or ions with the total composition C22H43BO15P2, with properties calculated with wB97M-V/def2-TZVPD.

XYZ file:
```
83
Properties=species:S:1:pos:R:3:forces:R:3
C 0.32298 -1.18749 -1.30911 0.3747 -0.3614 -0.5928
O 1.09542 -0.32912 -0.46878 -0.4545 0.1190 0.2701
B 0.51353 0.87519 -0.20956 0.1897 -0.3143 -0.3264
O 0.48892 1.32514 1.08185 -0.2486 -0.2279 0.0789
C -0.06777 1.71551 -1.42590 -0.1456 -0.5056 0.8028
C -1.26307 2.29405 -1.58875 0.9468 0.2267 -0.3913
C -2.42430 2.36160 -0.65760 0.0066 -0.3823 -0.5270
C -3.30701 1.09547 -0.74901 -0.4563 0.9896 0.2151
C -4.32775 1.23732 -1.89219 0.3809 -0.5469 0.4336
C -4.78129 -0.09419 -2.48467 -0.3311 1.1431 -0.5465
O -3.67980 -0.95700 -2.81841 -0.4202 -0.4343 -0.0570
C -3.48598 -1.98797 -1.99186 0.3072 -0.3231 0.6016
O -3.86689 -2.06325 -0.85538 -0.2876 0.1281 -0.1520
C -1.20533 2.92663 -2.95842 -0.4690 -0.0042 0.8710
O -2.11169 3.27652 -3.63922 -0.0648 0.4405 -0.2637
O 0.11214 2.99364 -3.32615 0.1910 -0.4518 -1.3546
C 0.76236 1.96254 -2.65068 -1.0647 0.6034 1.2148
O 1.75899 1.44740 -3.00298 0.6735 -0.0017 -0.4722
H 0.80893 -2.15928 -1.32797 -0.0597 -0.0584 0.1318
H -0.69946 -1.31096 -0.94802 0.0413 -0.0176 0.1871
H 0.27802 -0.83888 -2.34439 0.0766 0.1959 0.0340
H -0.35576 1.72605 1.30858 0.2852 0.4636 0.0398
H -2.05086 2.48719 0.35847 -0.0194 0.0814 0.0346
H -3.02011 3.23616 -0.92123 -0.0437 0.0594 0.1821
H -2.68660 0.20962 -0.83403 0.0061 -0.0679 0.0321
H -3.86740 1.06667 0.18544 0.0952 -0.4617 0.0804
H -3.92919 1.88593 -2.67155 0.0413 -0.1095 -0.1208
H -5.20612 1.73029 -1.47297 -0.0913 0.0960 -0.2101
H -5.54517 -0.58070 -1.88475 0.3796 -0.3339 0.2927
H -5.25318 0.14788 -3.43761 0.0472 -0.2355 -0.1045
H -2.89838 -2.79690 -2.44114 0.1471 0.2576 -0.3374
O 0.13561 -5.01011 -1.66502 0.8861 0.8789 2.6372
P 0.77036 -6.30613 -1.35805 -1.2599 -3.2422 -4.5432
O 1.99708 -6.50566 -2.39788 -0.0656 0.2506 0.7014
C 3.12544 -5.62404 -2.32583 0.2547 0.1574 0.0123
C 4.02750 -5.93600 -1.14575 -0.1506 -0.0312 0.1174
O -0.28941 -7.37637 -1.98387 0.2810 0.0020 0.3865
C -1.63698 -7.01148 -2.28515 -0.1859 0.0468 -0.2489
C -1.80021 -6.74343 -3.76690 0.0990 -0.0771 -0.1410
O 1.24154 -7.25329 -0.17169 0.0707 2.1055 0.9413
C 1.13471 -8.68772 -0.16855 -0.0069 -0.7211 0.4276
C 1.93179 -9.38285 -1.24634 0.0188 0.1914 -0.3203
H 2.78103 -4.58730 -2.28556 -0.0549 -0.0268 -0.0298
H 3.67365 -5.75339 -3.25781 -0.1117 -0.0775 -0.0507
H 3.52536 -5.72881 -0.19867 0.0351 0.0323 -0.0034
H 4.93303 -5.33051 -1.18944 -0.0109 0.0119 -0.0345
H 4.30611 -6.98964 -1.14109 0.0581 0.0065 -0.0599
H -1.95138 -6.15421 -1.69193 0.1401 0.0780 -0.0134
H -2.26490 -7.85449 -1.98928 0.0972 -0.0573 0.0361
H -1.04584 -6.04318 -4.12529 -0.0410 0.1171 0.1251
H -2.78962 -6.33618 -3.98161 -0.0065 -0.0230 0.0190
H -1.67594 -7.66562 -4.33627 -0.0321 -0.0118 0.0076
H 0.08907 -8.98723 -0.18908 -0.0685 0.2165 -0.1883
H 1.51847 -8.99079 0.80637 0.0630 0.2516 0.0340
H 1.51885 -9.20165 -2.23665 -0.0316 0.0355 0.0109
H 1.91697 -10.45873 -1.06640 -0.0158 0.0203 0.1021
H 2.96684 -9.04263 -1.25011 0.0181 -0.0476 0.0700
O 1.78053 8.07329 2.27638 2.8524 -0.4395 -0.2206
P 1.80435 6.92523 3.20107 -5.2314 -0.3084 1.8115
O 0.95384 5.72864 2.51217 0.6073 0.1762 0.1081
C 1.44469 5.12600 1.30881 0.1209 -0.1435 -0.2600
C 2.61338 4.19311 1.56376 0.0857 0.1050 0.1391
O 0.76625 7.38835 4.37059 0.3508 -0.3131 -0.0167
C 0.38790 8.75523 4.54151 -0.2492 0.1952 -0.0468
C -0.97196 9.01493 3.92837 -0.1571 -0.1362 -0.0059
O 2.73447 6.07919 4.17710 1.4855 0.8875 -1.5114
C 2.32057 5.52288 5.43568 0.2046 -0.3134 0.7309
C 1.22148 4.49153 5.33885 -0.2457 0.0603 -0.2708
H 1.71882 5.90477 0.59229 -0.0522 0.0399 0.0363
H 0.61006 4.56639 0.88481 -0.0779 0.0549 0.0905
H 3.49249 4.74335 1.90529 -0.0001 0.0034 -0.0519
H 2.88017 3.66034 0.65038 -0.0335 -0.0009 -0.0084
H 2.36440 3.46596 2.33585 -0.0448 -0.0741 -0.0721
H 1.14096 9.42335 4.12755 0.0237 -0.0923 -0.1441
H 0.35104 8.93896 5.61751 0.0315 -0.1203 0.0187
H -1.01503 8.65403 2.90119 0.1505 0.0957 -0.0500
H -1.20514 10.08046 3.93660 0.0136 0.0011 0.0218
H -1.74708 8.48693 4.48632 0.0012 0.0251 0.0267
H 2.06213 6.31765 6.13225 -0.1296 0.1550 -0.2083
H 3.21682 5.04725 5.83603 0.1091 0.0542 -0.2256
H 0.27200 4.93790 5.04931 0.0176 0.0480 -0.0106
H 1.08812 4.01589 6.31158 0.0984 0.0228 0.0215
H 1.46740 3.72470 4.60458 0.0552 -0.0356 0.0569
```
Forces are in eV/Å.

Total energy: -2700.46534 hartree
Orbital gap: 0.3583 hartree
SMILES: COB(O)C1=C(CCCCOC=O)C(=O)OC1=O.CCOP(=O)(OCC)OCC.CCOP(=O)(OCC)OCC
Strongest force on any atom: 5.722 eV/A
Spin multiplicity: 1
LUMO: -0.02610 Eh



Below is a molecular structure, C24H35ClEuNO2P2, with properties calculated with wB97M-V/def2-TZVPD.

XYZ file:
```
66
Properties=species:S:1:pos:R:3:forces:R:3
C -1.46420 -3.79877 -2.33420 -0.0663 0.1847 0.5953
C -0.83173 -2.58160 -2.04115 -0.1684 -0.0065 0.3811
N -1.12738 -1.94620 -0.88252 -0.0139 0.2660 0.0137
C -2.04978 -2.40909 -0.00808 0.2631 -0.1239 -0.3310
C -2.66986 -3.63793 -0.25114 -0.0399 0.3573 0.0209
C -2.37133 -4.33789 -1.41651 0.4570 0.4695 -0.2434
C 0.13714 -1.96391 -3.05368 -0.1842 -0.6217 -0.6192
P 1.39148 -0.77368 -2.42287 -0.4654 -0.0839 0.2918
Eu 0.16424 0.06700 -0.06557 -0.0130 1.3887 -0.5497
P -2.24836 0.23779 1.26109 0.1412 -0.2144 -0.2713
C -2.35785 -1.62373 1.29516 -0.7211 -0.6769 0.0611
C 0.65102 2.38547 -0.39151 -0.1462 -1.5208 0.5225
C 1.99147 2.51075 -0.00459 0.1054 1.8094 -0.0417
C 2.53965 3.80681 0.18047 -0.6099 -0.4456 -0.2357
C 1.72644 4.93135 -0.04404 0.3291 -0.0515 -0.0121
C 0.38217 4.79234 -0.40720 -0.1583 -0.8421 0.0535
C -0.16871 3.49421 -0.53640 0.5704 1.6444 -0.0184
O -1.03135 -0.28357 -4.96908 -0.5679 0.8452 -0.2836
O -0.84873 2.07539 -3.60140 0.0080 0.3600 0.2863
H -1.22042 -4.31667 -3.24934 -0.0268 -0.0435 -0.0591
H -3.38595 -4.02435 0.46393 0.0375 -0.0102 -0.0498
H -2.83552 -5.29757 -1.61779 0.0030 0.1094 0.0374
C 2.78502 -1.78361 -1.83217 0.4919 -0.1235 -0.2369
C 2.07413 0.31754 -3.70459 0.1340 0.1240 -0.4101
H -3.41196 -1.86266 1.56097 0.6819 -0.1582 0.0693
H -1.69359 -2.02777 2.09146 -0.3688 0.3370 -0.3155
H -0.48130 -1.41257 -3.84647 0.7942 -0.6326 0.9997
H 0.66136 -2.80464 -3.55495 -0.3273 0.3797 0.0646
C -1.92524 0.84505 2.94780 -0.3283 0.1036 0.3899
C -3.87864 0.86234 0.76438 -0.2969 0.2305 0.0452
H 2.65672 1.64575 0.16930 -0.3138 0.2069 -0.1048
H 3.57624 3.92296 0.48545 -0.0909 0.1074 -0.0440
H 2.15595 5.93568 0.05899 -0.1651 -0.4354 -0.0036
H -0.24287 5.66807 -0.58681 0.2067 -0.1113 0.1360
H -1.24090 3.40305 -0.76041 0.4819 -0.1342 -0.0446
H -1.13702 1.55436 -2.74460 0.4123 0.4748 -0.3082
H -0.38715 2.86387 -3.25363 -0.2920 -0.6566 -0.2793
H -0.98988 0.60447 -4.51679 0.0100 -0.3939 -0.4421
H -1.95400 -0.39361 -5.23741 0.2476 0.1504 0.0373
H -1.28707 0.93586 -1.69060 -0.0795 -0.8394 0.7825
H 3.34679 -2.28383 -2.64084 -0.2129 0.1354 0.3180
H 3.45601 -1.08090 -1.30664 -0.1039 -0.4670 -0.1568
H 2.42256 -2.53438 -1.11221 0.1771 0.2689 -0.1996
H 2.61945 -0.20100 -4.51390 -0.3016 0.1385 0.3506
H 1.26649 0.94728 -4.12184 0.4012 -0.3310 0.2519
H 2.78138 0.97997 -3.16393 -0.3713 -0.3092 -0.2959
H -4.69525 0.71374 1.49769 0.4904 -0.0493 -0.2612
H -3.73113 1.94773 0.60875 -0.2158 -0.4938 -0.0614
H -4.14948 0.39670 -0.19716 0.1327 0.2817 0.3147
H -2.79223 0.76155 3.61869 0.2661 -0.0614 -0.0829
H -1.04578 0.35378 3.39954 -0.2896 0.1318 -0.2238
H -1.68701 1.91760 2.82243 -0.0599 -0.4350 0.1126
Cl 0.43447 -3.12803 3.44601 0.0800 -0.4561 -0.1321
C 1.19879 -1.64223 3.89884 0.4190 1.6173 0.1814
C 1.25818 -1.30576 5.25133 -0.0226 0.7037 -0.3667
C 1.65730 -0.01310 5.63083 -0.0142 -0.2498 -0.5869
C 1.95028 0.94826 4.64916 -0.1309 -0.4791 0.3361
C 1.92857 0.60976 3.30745 0.1846 -0.4320 -0.0895
C 1.65746 -0.73286 2.87128 -0.5425 -0.0463 1.4415
C 1.72704 -1.11414 1.51978 -0.4572 0.1883 -1.4606
H 0.95917 -2.02239 6.01249 0.0188 0.0544 -0.2088
H 1.70665 0.24753 6.67261 -0.0124 0.0229 0.2300
H 2.18532 1.96729 4.95911 -0.0568 -0.2315 -0.1537
H 2.11854 1.39021 2.55677 0.0332 -0.4623 0.2646
H 2.49576 -0.63629 0.88152 -0.1798 -0.5237 0.4090
H 1.27844 -2.06678 1.19873 0.8372 0.0619 0.1856
```
Forces are in eV/Å.

Total energy: -2993.82628 hartree
Orbital gap (spin up / spin down): 0.2342 / 0.2392 hartree
Strongest force on any atom: 1.813 eV/A
Spin multiplicity: 7
LUMO (spin up / spin down): -0.00095 / 0.00527 Eh